(1)
47
Properties=species:S:1:pos:R:3 method="wB97M-V/def2-TZVPD" gap_ev=9.4 lumo_ev=-0.7591 homo_energy_ev=-10.1 relative_energy_kcal_mol=17.57
O -0.131 -4.937 -5.682
N 0.177 -4.298 -6.599
O -0.397 -4.356 -7.673
C 1.230 -3.234 -6.403
C 1.799 -3.002 -5.167
C 2.795 -2.093 -4.979
C 3.240 -1.325 -6.028
C 2.524 -1.376 -7.209
C 1.583 -2.401 -7.457
H 1.632 -3.803 -4.462
H 3.342 -2.058 -4.048
H 4.180 -0.807 -5.908
H 2.878 -0.784 -8.040
H 1.035 -2.492 -8.384
O -12.657 -7.112 -6.735
N -13.517 -7.307 -5.917
O -14.607 -7.774 -6.204
C -13.216 -6.916 -4.517
C -14.262 -6.960 -3.592
C -13.943 -6.654 -2.247
C -12.690 -6.254 -1.958
C -11.667 -6.305 -2.860
C -11.880 -6.626 -4.154
H -15.231 -7.324 -3.900
H -14.684 -6.592 -1.463
H -12.576 -5.947 -0.929
H -10.700 -6.044 -2.457
H -11.074 -6.494 -4.861
C 0.174 -7.777 0.198
N 1.089 -6.645 0.068
O 0.723 -5.675 0.694
O 2.064 -6.896 -0.612
H 0.751 -8.494 0.782
H -0.094 -8.223 -0.760
H -0.780 -7.512 0.653
C -3.362 0.024 -6.000
N -4.123 -0.996 -5.175
O -5.187 -1.371 -5.591
O -3.648 -1.415 -4.144
H -2.753 0.628 -5.328
H -4.229 0.595 -6.330
H -2.906 -0.399 -6.896
Br -5.527 -9.137 -1.778
C -5.152 -7.203 -2.044
Br -5.211 -6.089 -0.413
Br -5.904 -6.245 -3.669
H -4.103 -6.955 -2.205

(2)
10
Properties=species:S:1:pos:R:3 method="wB97M-V/def2-TZVPD" gap_ev=10.5 lumo_ev=-0.3706 homo_energy_ev=-10.9 relative_energy_kcal_mol=13.67
N 2.525 2.598 0.651
C 1.819 1.754 0.283
Si 1.044 0.224 -0.504
N -0.304 0.167 0.696
N 2.226 -1.162 -0.002
O 3.210 -1.401 -0.607
O 1.847 -1.811 0.961
H 0.880 0.199 -2.045
H -0.801 1.074 0.879
H -0.805 -0.730 0.917

(3)
92
Properties=species:S:1:pos:R:3 method="wB97M-V/def2-TZVPD" gap_ev=4.8 total_charge=-1 lumo_ev=1.4306 homo_energy_ev=-3.4 relative_energy_kcal_mol=0.00
Lu 11.368 11.992 11.524
C 10.414 9.291 13.950
N 10.609 9.326 12.465
C 11.714 8.393 12.036
C 13.080 8.648 12.630
N 13.720 9.902 12.153
C 13.973 10.884 13.236
C 14.758 9.812 11.232
C 15.690 8.758 11.256
C 16.705 8.702 10.310
C 16.819 9.686 9.306
C 15.930 10.768 9.309
C 14.874 10.881 10.255
S 13.896 12.262 10.269
C 9.395 8.946 11.849
C 9.024 7.600 11.666
C 7.750 7.258 11.183
C 6.819 8.251 10.854
C 7.165 9.607 11.039
C 8.434 9.938 11.558
S 8.725 11.645 11.804
H 10.155 8.295 14.344
H 9.612 10.017 14.197
H 11.338 9.673 14.410
H 11.765 8.433 10.941
H 11.445 7.342 12.297
H 13.717 7.807 12.293
H 13.063 8.594 13.735
H 14.424 10.385 14.108
H 12.743 11.954 14.430
H 14.576 11.716 12.859
H 15.624 8.051 12.091
H 17.430 7.881 10.345
H 17.603 9.616 8.549
H 16.032 11.576 8.575
H 9.749 6.824 11.940
H 7.471 6.209 11.070
H 5.815 8.000 10.483
H 6.475 10.418 10.785
Cl 6.436 10.853 6.151
C 7.724 10.882 7.223
C 8.326 9.673 7.663
C 9.420 9.691 8.522
C 9.938 10.894 9.012
O 10.999 10.845 9.818
C 9.316 12.152 8.608
C 9.687 13.428 9.055
N 10.657 13.700 9.975
C 11.001 15.031 10.163
C 10.579 16.112 9.361
C 11.051 17.424 9.582
C 11.965 17.690 10.592
C 12.442 16.636 11.416
C 13.420 16.861 12.394
C 13.868 15.780 13.149
C 13.304 14.522 12.947
N 12.351 14.278 12.017
C 11.929 15.295 11.220
C 8.216 12.098 7.704
H 7.866 8.756 7.289
H 9.901 8.761 8.854
H 9.063 14.254 8.687
H 9.877 15.858 8.562
H 10.715 18.250 8.930
H 12.330 18.712 10.757
H 13.796 17.884 12.536
H 14.612 15.932 13.944
H 13.657 13.677 13.541
H 7.738 13.029 7.388
O 12.672 11.442 13.565
S 13.808 12.192 16.526
C 15.605 11.941 16.651
C 15.858 10.584 17.366
C 14.704 9.656 16.927
C 13.417 10.502 17.042
H 16.017 12.789 17.229
H 16.044 11.966 15.635
H 15.848 10.757 18.460
H 16.853 10.155 17.141
H 14.644 8.737 17.529
H 14.866 9.317 15.887
H 13.080 10.569 18.091
H 12.578 10.115 16.451
Te 9.871 13.526 13.787
C 9.829 15.184 15.148
C 10.847 15.788 15.941
C 10.318 16.837 16.738
C 8.967 17.030 16.558
S 8.298 15.947 15.408
H 11.887 15.446 15.900
H 10.946 17.430 17.426
H 8.339 17.776 17.039

(4)
16
Properties=species:S:1:pos:R:3 method="wB97M-V/def2-TZVPD" gap_ev="3.9 / 7.9" lumo_ev="0.2732 / 0.2276" s2=0.754 multiplicity=2 homo_energy_ev="-3.6 / -7.7" relative_energy_kcal_mol=35.44
N 1.436 -2.156 0.359
C 0.650 -1.193 0.897
O -0.680 -1.348 0.648
O 1.052 -0.249 1.539
H 2.430 -2.013 0.403
H 1.061 -2.747 -0.362
H -0.948 -2.257 0.826
C -0.527 1.843 -1.487
C -1.632 1.093 -1.864
N -0.206 1.905 -0.057
H 0.148 2.403 -2.110
H -2.107 1.262 -2.819
H -2.025 0.288 -1.256
H -1.087 2.029 0.495
H 0.235 1.070 0.331
H 0.412 2.689 0.176

(5)
93
Properties=species:S:1:pos:R:3 method="wB97M-V/def2-TZVPD" gap_ev=7.4 lumo_ev=-1.8071 homo_energy_ev=-9.2
C 4.840 -2.279 0.137
C 3.506 -1.466 -0.238
C 2.217 -2.167 0.484
C 3.214 -1.539 -1.817
C 3.114 -0.121 -2.565
C 2.385 -0.427 -3.998
C 2.234 0.989 -1.805
O 0.977 1.160 -2.520
C 0.080 2.015 -1.825
C -0.158 3.308 -2.414
C 0.654 3.675 -3.773
O 0.709 5.100 -4.005
C 1.931 5.501 -4.644
O 2.725 6.427 -3.847
C 3.974 6.662 -4.582
C 5.218 5.842 -3.978
O 5.636 4.832 -4.946
C -1.190 4.297 -1.708
O -1.222 5.544 -1.837
C -2.345 3.652 -0.763
O -3.605 4.289 -0.510
C -4.437 4.294 -1.684
O -4.428 5.334 -2.396
C -5.393 3.116 -2.139
C -5.803 3.058 -3.663
C -6.751 1.926 -4.202
C -7.340 0.812 -3.255
C -6.935 0.874 -1.758
C -5.990 2.015 -1.226
C -2.049 2.396 -0.169
P -3.278 1.531 1.018
O -2.533 1.657 2.586
Cl -3.432 -0.497 0.450
C -0.667 1.637 -0.458
O -0.212 0.821 0.397
H 4.926 -3.273 -0.438
H 4.838 -2.455 1.275
H 5.751 -1.621 -0.118
H 3.603 -0.395 0.169
H 2.156 -3.257 0.134
H 2.211 -2.033 1.615
H 1.299 -1.626 0.027
H 2.258 -2.127 -2.058
H 4.094 -2.109 -2.311
H 4.163 0.274 -2.847
H 2.276 0.505 -4.648
H 3.062 -1.181 -4.562
H 1.384 -0.990 -3.856
H 2.026 0.773 -0.703
H 2.842 1.978 -1.827
H 1.737 3.319 -3.564
H 0.247 3.087 -4.674
H 2.593 4.640 -5.005
H 1.626 6.091 -5.596
H 4.256 7.777 -4.611
H 3.869 6.323 -5.685
H 4.980 5.288 -2.997
H 6.123 6.517 -3.777
H 5.218 3.964 -4.728
H -5.451 3.834 -4.431
H -7.091 1.871 -5.293
H -8.050 -0.006 -3.605
H -7.319 0.085 -1.010
H -5.746 2.026 -0.102
H -2.030 2.505 2.571
O -1.052 -6.059 1.965
N -1.565 -6.125 3.074
O -1.566 -7.126 3.778
C -2.227 -4.925 3.592
C -2.281 -3.775 2.806
C -2.931 -2.645 3.293
C -3.517 -2.668 4.555
C -3.452 -3.817 5.339
C -2.806 -4.952 4.860
H -1.828 -3.743 1.821
H -2.984 -1.747 2.687
H -4.029 -1.787 4.930
H -3.908 -3.828 6.324
H -2.764 -5.841 5.479
O 2.452 -3.167 3.618
N 1.711 -2.939 4.565
O 1.138 -1.876 4.754
C 1.499 -4.012 5.540
C 2.163 -5.227 5.380
C 1.977 -6.235 6.321
C 1.131 -6.027 7.407
C 0.463 -4.815 7.555
C 0.645 -3.800 6.621
H 2.824 -5.402 4.539
H 2.493 -7.182 6.210
H 0.993 -6.814 8.143
H -0.197 -4.659 8.402
H 0.121 -2.859 6.750

(6)
24
Properties=species:S:1:pos:R:3 method="wB97M-V/def2-TZVPD" gap_ev=7.8 total_charge=+1 lumo_ev=-2.7171 homo_energy_ev=-10.5 relative_energy_kcal_mol=96.21
C 0.104 1.476 0.983
C 1.064 -1.247 1.234
C 1.801 -1.004 -1.288
C -1.760 -0.236 -0.755
C 0.771 0.772 -0.074
N -2.616 -0.116 0.558
N 0.967 1.458 -1.211
N 1.295 -0.457 0.021
H -0.549 0.886 1.577
H -0.462 2.262 0.558
H 0.868 1.947 1.539
H 1.917 -1.305 1.850
H 0.284 -0.714 1.830
H 0.646 -2.161 1.014
H 2.053 -2.110 -1.263
H 0.938 -0.994 -1.973
H 2.754 -0.395 -1.572
H -2.387 0.228 -1.505
H -1.565 -1.308 -0.841
H -2.712 0.860 0.751
H -1.998 -0.577 1.259
H 0.774 2.424 -1.307
H 1.299 0.942 -2.078
H -3.485 -0.631 0.691

(7)
85
Properties=species:S:1:pos:R:3 method="wB97M-V/def2-TZVPD" gap_ev="7.1 / 4.3" total_charge=+2 lumo_ev="-5.8133 / -8.4950" s2=3.789 multiplicity=4 homo_energy_ev="-12.9 / -12.8" relative_energy_kcal_mol=19.70
Re 0.517 -0.271 1.786
C 0.888 -0.212 4.491
C 1.798 0.178 3.406
C 0.190 1.846 3.764
C -0.050 0.819 4.688
C 1.318 1.490 2.933
C 1.098 -1.399 5.358
H 1.795 -2.103 4.893
H 0.155 -1.927 5.550
H 1.512 -1.125 6.343
C -1.128 0.844 5.718
H -1.336 -0.161 6.100
H -2.060 1.250 5.301
H -0.852 1.471 6.578
C -0.495 3.159 3.756
H -0.263 3.720 4.677
H -1.591 3.043 3.725
H -0.193 3.780 2.903
C 2.183 2.504 2.248
H 2.414 3.319 2.953
H 1.682 2.950 1.378
H 3.139 2.073 1.930
C 3.235 -0.262 3.348
H 3.782 0.203 4.180
H 3.715 0.035 2.412
H 3.314 -1.349 3.458
C -0.272 -2.168 1.128
C 0.987 -2.303 1.814
C 2.267 -2.653 1.059
C 2.693 -1.553 0.082
C 1.996 -0.220 0.362
C 0.694 0.098 -0.205
C -0.072 -0.877 -1.069
C -0.435 -2.209 -0.379
H 2.142 -3.618 0.547
H 2.537 -1.876 -0.954
H 3.065 -2.809 1.799
H 0.126 -3.055 -0.811
H -1.138 -2.563 1.662
H 0.936 -2.744 2.812
H -1.495 -2.417 -0.600
H -1.007 -0.388 -1.385
H 0.568 1.144 -0.489
H 0.481 -1.062 -1.996
H 3.775 -1.391 0.186
H 2.668 0.640 0.426
P -0.392 -0.835 -4.540
P -0.236 1.862 -5.848
C -0.517 -0.864 -6.424
C -0.926 0.510 -6.956
H -1.263 -1.628 -6.690
H 0.461 -1.179 -6.826
H -0.543 0.677 -7.972
H -2.022 0.625 -6.973
C -1.033 3.251 -6.768
H -0.637 4.196 -6.368
H -2.117 3.206 -6.593
H -0.821 3.175 -7.844
C 1.428 1.973 -6.653
H 1.344 1.949 -7.747
H 2.068 1.151 -6.309
H 1.883 2.923 -6.340
C -1.961 -1.742 -4.189
H -2.004 -1.989 -3.120
H -2.018 -2.658 -4.791
H -2.812 -1.092 -4.432
C 0.853 -2.176 -4.380
H 1.822 -1.778 -4.705
H 0.579 -3.034 -5.005
H 0.937 -2.493 -3.335
C -1.730 2.136 0.587
C -2.326 1.105 1.442
C -3.674 0.989 1.844
C -3.764 -0.098 2.722
C -2.466 -0.626 2.855
C -2.056 -1.742 3.725
N -1.616 0.100 2.045
H -1.343 1.706 -0.343
H -0.917 2.667 1.107
H -2.497 2.873 0.311
H -4.469 1.642 1.512
H -4.635 -0.493 3.234
H -2.498 -1.638 4.729
H -2.402 -2.708 3.324
H -0.964 -1.792 3.850

(8)
76
Properties=species:S:1:pos:R:3 method="wB97M-V/def2-TZVPD" gap_ev=6.6 total_charge=-1 lumo_ev=2.5569 homo_energy_ev=-4.0
Cu -0.231 -0.928 -2.590
C 5.505 1.726 0.747
C 4.678 1.444 -0.480
C 4.199 0.164 -0.739
C 3.418 -0.099 -1.854
C 3.125 0.932 -2.736
C 3.608 2.212 -2.505
C 4.375 2.463 -1.378
S 2.096 0.593 -4.145
O 2.374 1.628 -5.117
O 2.362 -0.772 -4.510
N 0.595 0.655 -3.592
C -0.140 1.814 -3.506
C 0.264 3.117 -3.744
C -0.635 4.195 -3.631
C -1.951 4.023 -3.305
C -2.421 2.712 -3.059
C -3.769 2.416 -2.756
C -4.157 1.125 -2.539
C -3.182 0.111 -2.589
N -1.926 0.356 -2.865
C -1.524 1.625 -3.130
H 5.630 0.826 1.349
H 5.031 2.486 1.371
H 6.497 2.095 0.477
H 4.427 -0.637 -0.046
H 3.031 -1.093 -2.043
H 3.396 2.996 -3.219
H 4.750 3.464 -1.197
H 1.276 3.311 -4.061
H -0.259 5.193 -3.826
H -2.635 4.860 -3.238
H -4.485 3.229 -2.705
H -5.183 0.872 -2.307
H -3.436 -0.921 -2.377
C 0.401 -2.327 4.421
Si 0.887 -2.618 2.617
C 1.049 -4.476 2.378
C 2.581 -1.861 2.297
Si -0.650 -1.737 1.090
Te -0.133 -2.879 -1.062
Si -0.539 0.610 1.206
C -2.152 1.423 0.669
C -0.281 1.117 3.011
C 0.851 1.347 0.193
Si -2.803 -2.357 1.756
C -2.869 -4.206 2.105
C -3.366 -1.454 3.319
C -4.023 -1.975 0.375
H 1.167 -2.716 5.098
H -0.536 -2.842 4.651
H 0.263 -1.267 4.640
H 1.806 -4.894 3.048
H 1.337 -4.693 1.347
H 0.101 -4.984 2.572
H 3.349 -2.314 2.930
H 2.585 -0.782 2.470
H 2.849 -2.035 1.252
H -2.990 1.099 1.290
H -2.388 1.186 -0.369
H -2.070 2.511 0.751
H -1.066 0.711 3.655
H -0.302 2.207 3.102
H 0.682 0.768 3.389
H 0.786 1.051 -0.858
H 1.825 1.014 0.560
H 0.823 2.440 0.240
H -2.271 -4.462 2.983
H -2.469 -4.758 1.251
H -3.894 -4.542 2.283
H -2.673 -1.628 4.145
H -4.358 -1.793 3.635
H -3.419 -0.376 3.151
H -3.679 -2.459 -0.542
H -4.087 -0.899 0.190
H -5.025 -2.345 0.610

(9)
25
Properties=species:S:1:pos:R:3 method="wB97M-V/def2-TZVPD" gap_ev=7.0 lumo_ev=-1.2143 homo_energy_ev=-8.2 relative_energy_kcal_mol=55.28
C -1.422 0.001 -3.473
N -1.227 0.498 -2.096
C -0.180 1.055 -1.788
F 0.798 1.554 -2.669
C 0.021 1.368 -0.320
C 0.129 0.546 0.775
C -0.078 1.217 2.083
C -0.256 0.569 3.244
C -0.339 -0.870 3.200
C -0.002 -1.575 2.073
C 0.516 -0.861 0.923
C 1.223 -1.637 -0.064
C 1.904 -1.095 -1.254
O 1.787 -1.394 -2.361
O 2.902 -0.128 -0.912
H -2.353 0.389 -3.860
H -0.469 0.088 -4.007
H -1.336 -1.108 -3.413
H -0.217 2.375 -0.124
H -0.231 2.229 1.999
H -0.297 1.026 4.199
H -0.713 -1.294 4.050
H 0.046 -2.708 2.057
H 1.252 -2.639 0.221
H 2.627 0.233 -0.066